1.
# C3H12O4

A cluster of 4 separate species, C3H12O4 in total at a distorted geometry (the ωB97M-V functional and the def2-TZVPD basis, OMol25).

As for the HOMO-LUMO gap: 10.578 eV. For the HOMO energy, the calculation gives -10.00 eV. Its molar mass is 112.12 g mol⁻¹. Its energy above the lowest of the compared OMol25 structures with the same formula, charge and spin is 257.5 kJ/mol. The largest force on an atom is 0.0907 Eh/bohr. As for the SMILES: C=CCO.O.O.O. The LUMO energy is 0.58 eV. Its spin multiplicity is 1.

Last column: Löwdin charge in e.
Element x y z (Å)
C1 -1.3978 -3.1335 3.6035  -0.007
C2 -1.3089 -2.1761 2.6932  -0.104
C3 -1.4483 -2.4627 1.1070  -0.299
O1 -0.3554 -1.9536 0.4987  -0.092
H1 -1.1262 -2.7923 4.5205  0.010
H2 -1.5971 -4.1754 3.5254  0.055
H3 -1.0301 -1.1070 2.8747  0.107
H4 -1.6406 -3.4847 0.8799  0.097
H5 -2.2156 -1.8664 0.5910  0.112
H6 0.3494 -2.5234 0.0990  0.123
O2 0.9785 0.9306 -6.4223  -0.081
H7 1.5108 1.1525 -7.1646  -0.001
H8 1.0087 1.8647 -6.0144  0.082
O3 2.6026 4.3406 -1.9590  -0.005
H9 1.9627 4.9668 -2.2520  0.024
H10 2.1063 3.9121 -1.3352  -0.028
O4 0.4979 2.9334 1.2232  -0.117
H11 0.2683 3.5202 2.0405  0.090
H12 0.8346 2.0542 1.4909  0.037

=====

2.
# C30H36MoN5O6S3

A structure of composition C30H36MoN5O6S3 (the ωB97M-V functional and the def2-TZVPD basis, OMol25).

As for the net charge: +1. As for the HOMO-LUMO gap (spin up / spin down): 7.377 / 7.216 eV. For the HOMO energy (spin up / spin down), the calculation gives -10.54 / -10.89 eV. Its expectation value of S² is 2.01. Its molar mass is 754.79 g mol⁻¹. Its energy above the lowest of the compared OMol25 structures with the same formula, charge and spin is 3.3 kJ/mol. The largest force on an atom is 0.0038 Eh/bohr. The LUMO energy (spin up / spin down) is -3.16 / -3.67 eV. Its spin multiplicity is 3.

Last column: Löwdin charge in e.
Element x y z (Å)
Mo1 -0.6615 0.4541 -0.3775  1.600
C1 -4.5187 -2.3984 -4.3745  -0.081
C2 -4.6020 -2.5249 -2.8608  -0.229
N1 -4.2931 -1.2749 -2.1746  0.003
C3 -3.0525 -0.8365 -1.9547  -0.752
S1 -2.8945 0.7486 -1.2393  0.769
N2 -2.0415 -1.5982 -2.3072  0.027
N3 -0.8435 -1.0339 -1.9976  -0.110
C4 0.2092 -1.5479 -2.5395  -0.246
C5 0.1886 -2.7262 -3.4504  0.003
C6 1.4398 -0.8280 -2.2135  -0.208
C7 2.6895 -1.1654 -2.7130  0.010
C8 3.7764 -0.3694 -2.3950  -0.024
C9 3.5858 0.7459 -1.5942  -0.017
C10 2.3190 1.0151 -1.1122  -0.096
N4 1.2711 0.2382 -1.4094  -0.035
H1 -4.7506 -3.3543 -4.8442  0.077
H2 -3.5151 -2.1001 -4.6771  0.061
H3 -5.2272 -1.6565 -4.7432  0.077
H4 -3.9086 -3.2837 -2.4999  0.109
H5 -5.6050 -2.8161 -2.5515  0.120
H6 -5.0448 -0.6721 -1.8843  0.131
H7 -0.8058 -2.8527 -3.8666  0.072
H8 0.4388 -3.6333 -2.8939  0.105
H9 0.9110 -2.6135 -4.2572  0.083
H10 2.8008 -2.0353 -3.3426  0.116
H11 4.7597 -0.6130 -2.7747  0.121
H12 4.4035 1.4023 -1.3341  0.119
H13 2.1235 1.8581 -0.4608  0.100
O1 1.0956 3.2074 0.8780  -0.072
C11 0.1612 4.0727 0.2733  -0.185
C12 -0.1065 3.7456 -1.1770  -0.207
C13 -0.1028 4.7963 -2.0896  0.002
C14 -0.3264 4.5608 -3.4294  -0.029
C15 -0.5326 3.2531 -3.8396  -0.035
C16 -0.5325 2.2636 -2.8839  -0.164
N5 -0.3392 2.4820 -1.5704  -0.006
H14 0.6093 2.4856 1.2998  0.031
H15 0.5750 5.0801 0.3138  0.128
H16 -0.7935 4.0851 0.8010  0.099
H17 0.0873 5.7974 -1.7280  0.123
H18 -0.3270 5.3748 -4.1418  0.120
H19 -0.7005 2.9988 -4.8760  0.115
H20 -0.7135 1.2375 -3.1741  0.084
C17 -2.0881 2.9405 3.2368  -0.115
S2 -2.5743 2.1312 1.7431  0.417
O2 -3.1167 3.1161 0.8461  -0.323
O3 -3.3748 0.9954 2.0972  -0.301
O4 -1.2022 1.6702 1.2075  -0.586
H21 -2.9876 3.3769 3.6652  0.079
H22 -1.3607 3.7178 3.0142  0.066
H23 -1.6710 2.1955 3.9101  0.065
C18 -2.2985 -1.8799 0.8740  -0.155
O5 -1.1724 -1.0556 0.6709  -0.523
H24 -2.3355 -2.6742 0.1234  0.079
H25 -3.2168 -1.2904 0.8440  0.063
H26 -2.2138 -2.3334 1.8641  0.086
O6 0.9770 0.3033 1.1271  -0.628
S3 0.6170 -0.3983 2.4511  1.114
C19 1.8743 0.2184 3.5430  -0.366
C20 1.4953 0.4762 4.8506  -0.076
C21 2.4451 0.9510 5.7469  -0.061
C22 3.7443 1.1719 5.3202  -0.059
C23 4.1075 0.9209 3.9998  -0.055
C24 3.1729 0.4385 3.1023  -0.056
C25 1.1890 -2.0689 2.2181  -0.365
C26 0.7469 -3.0358 3.1059  -0.068
C27 1.1719 -4.3458 2.9368  -0.058
C28 2.0158 -4.6713 1.8846  -0.064
C29 2.4419 -3.6902 0.9978  -0.060
C30 2.0280 -2.3773 1.1599  -0.064
H27 0.4719 0.3104 5.1654  0.111
H28 2.1655 1.1544 6.7715  0.113
H29 4.4820 1.5472 6.0168  0.112
H30 5.1233 1.1017 3.6751  0.112
H31 3.4385 0.2434 2.0713  0.111
H32 0.0773 -2.7729 3.9164  0.119
H33 0.8364 -5.1123 3.6220  0.113
H34 2.3404 -5.6947 1.7528  0.111
H35 3.1006 -3.9495 0.1790  0.108
H36 2.3433 -1.5993 0.4764  0.096

=====

3.
# C4H8N4O

The molecule C4H8N4O at a distorted geometry (the ωB97M-V functional and the def2-TZVPD basis, OMol25).

As for the HOMO-LUMO gap: 8.213 eV. For the HOMO energy, the calculation gives -7.65 eV. Its molar mass is 128.13 g mol⁻¹. Its energy above the lowest of the compared OMol25 structures with the same formula, charge and spin is 538.7 kJ/mol. The largest force on an atom is 0.0757 Eh/bohr. The LUMO energy is 0.56 eV. Its spin multiplicity is 1.

Last column: Löwdin charge in e.
Element x y z (Å)
C1 -1.6091 0.0105 0.3891  0.021
C2 -1.7480 -0.6768 1.5864  -0.402
C3 2.2301 1.2471 -1.9579  -0.091
C4 1.6511 0.0473 -1.1579  -0.305
N1 0.3501 -1.0345 0.9135  0.072
N2 0.2877 0.3190 -1.0359  -0.005
N3 -0.2701 -0.2136 0.0197  -0.207
N4 -2.6881 -0.9152 2.4959  0.129
O1 -0.5958 -1.3304 1.8579  -0.009
H1 -2.1377 0.7901 -0.2676  0.147
H2 1.4810 1.3863 -2.6785  0.036
H3 2.2055 2.2759 -1.5645  0.074
H4 3.1653 1.1505 -2.4169  0.040
H5 2.0292 -0.1396 -0.1957  0.064
H6 1.7731 -0.9216 -1.7733  0.138
H7 -3.5985 -0.3321 2.5883  0.167
H8 -2.5258 -1.6628 3.1975  0.132

=====

- The highest molar mass belongs to which entry?
  C30H36MoN5O6S3

=====

- Which of these has the highest energy above the lowest of the compared OMol25 structures with the same formula, charge and spin?
  C4H8N4O